ORCA calculation (the ωB97M-V functional and the def2-TZVPD basis) on a structure of composition C19H19F4IN2O2Pb.

Summary:
Spin multiplicity ... 1
Lowest unoccupied orbital energy (spin up / spin down) ... -0.3322 / -0.3333 Ha
Net charge ... +2
HOMO-LUMO gap (spin up / spin down) ... 4.30 / 4.27 eV
Relative energy (zero: lowest compared OMol25 entry of this formula, charge and spin) ... 0.0 kJ/mol
HOMO level (spin up / spin down) ... -13.34 / -13.34 eV
Maximum force ... 0.7 eV/Å
E_tot ... -1884.78564 hartree

Each line ends with the Mulliken charge.
Geometry (Å):
Pb  0.5646  0.7504  -1.7369  1.24
I  7.2193  5.1403  2.2068  0.22
F  -1.5756  -1.2006  -1.2592  -0.33
F  -4.0491  -1.8133  -2.1520  -0.25
F  -5.7520  2.1151  -0.2238  -0.24
F  -3.3233  2.7824  0.6688  -0.28
O  1.5265  2.6763  -1.1225  -0.88
O  2.2076  0.8075  -0.2031  -0.78
N  -1.0903  1.0405  0.1298  -0.09
N  -0.0528  -0.0985  2.6623  0.46
C  3.6444  4.1561  0.0095  -0.44
C  -3.4914  1.6333  0.0267  0.71
C  0.2142  1.2452  2.2420  -0.21
C  -3.8611  -0.6962  -1.4715  0.10
C  1.0679  -1.0075  2.7917  -0.77
C  -1.3687  -0.4398  3.1713  -0.02
C  1.1709  -1.9795  1.6129  -0.81
C  -0.8106  1.8888  1.2720  -1.38
C  3.4997  2.7812  0.2207  0.34
C  4.4303  2.0862  1.0004  -0.32
C  -2.6050  -0.3745  -1.0276  0.17
C  -2.3549  0.7991  -0.2416  0.29
C  -4.9389  0.1423  -1.1937  -0.36
C  2.3898  2.0770  -0.3873  0.95
C  -1.7225  -1.9142  3.1825  -1.46
C  5.4899  2.7597  1.5715  -0.62
C  -4.7390  1.3032  -0.4567  0.14
C  5.6264  4.1328  1.3601  -0.06
C  4.7057  4.8303  0.5785  -0.57
H  1.3192  -1.4353  0.6800  0.05
H  -0.3170  2.8104  0.9468  0.42
H  -5.9281  -0.1077  -1.5552  0.54
H  0.9502  -1.5480  3.7335  0.53
H  0.1830  1.8867  3.1362  0.27
H  1.9713  -0.4016  2.8420  0.45
H  -2.1026  0.1337  2.6061  0.26
H  -1.3952  -0.0340  4.1951  0.35
H  1.2183  1.2799  1.8336  0.06
H  0.3044  -2.6277  1.5324  0.32
H  2.0502  -2.5977  1.7827  0.43
H  -1.0119  -2.5148  3.7459  0.39
H  -2.6888  -2.0121  3.6729  0.44
H  -1.8129  -2.3169  2.1757  0.33
H  6.2159  2.2289  2.1695  0.40
H  2.9265  4.6853  -0.6012  0.48
H  4.8251  5.8911  0.4156  0.41
H  -1.7076  2.1736  1.8142  0.67
H  4.3302  1.0178  1.1360  0.47

Atomic forces in eV per Å
-0.16 -0.20 -0.32
0.07 0.04 0.04
-0.13 0.09 0.03
0.03 0.12 0.07
0.07 -0.04 0.00
-0.15 -0.08 -0.14
0.12 0.12 0.15
0.19 0.12 0.09
-0.13 -0.22 -0.04
-0.12 -0.26 0.10
0.01 -0.02 0.04
0.02 -0.09 0.00
-0.19 0.64 -0.33
0.11 -0.07 -0.02
0.06 0.00 0.20
-0.04 0.00 0.01
0.05 0.00 -0.12
0.25 0.07 0.27
0.05 0.05 0.04
0.00 0.01 -0.01
-0.08 0.06 0.01
0.13 0.08 -0.04
-0.05 -0.02 -0.03
-0.17 -0.12 -0.05
-0.03 -0.01 0.03
-0.04 0.06 -0.04
0.05 0.05 0.07
-0.05 -0.04 -0.03
0.00 -0.07 0.02
0.00 0.00 0.05
-0.11 0.04 -0.06
-0.02 0.00 -0.01
0.00 -0.04 -0.07
0.14 -0.10 0.06
0.00 0.00 0.03
-0.01 0.03 0.00
0.04 0.00 0.02
0.03 -0.06 -0.01
-0.02 -0.01 0.00
0.02 -0.03 -0.02
-0.01 -0.01 0.01
-0.02 -0.03 0.00
-0.01 0.01 -0.02
0.02 -0.01 0.01
-0.01 0.00 -0.02
0.01 0.03 0.00
0.08 -0.04 -0.01
-0.01 -0.01 -0.01

---

ORCA calculation (the ωB97M-V functional and the def2-TZVPD basis) on a structure of composition C19H19IN2O2Os.

Summary:
Spin multiplicity ... 1
Lowest unoccupied orbital energy (spin up / spin down) ... -0.3170 / -0.3170 Ha
Net charge ... +2
HOMO-LUMO gap (spin up / spin down) ... 6.30 / 6.30 eV
Relative energy (zero: lowest compared OMol25 entry of this formula, charge and spin) ... 0.0 kJ/mol
HOMO level (spin up / spin down) ... -14.92 / -14.92 eV
Maximum force ... 0.8 eV/Å
E_tot ... -1383.21385 hartree

Each line ends with the Mulliken charge.
Geometry (Å):
Os  0.0794  -0.0491  0.0688  1.55
I  0.1197  -0.6264  2.5026  -0.09
O  -0.4117  1.3133  -1.1780  -0.72
O  0.4291  2.8828  -2.5318  -0.50
N  1.8810  0.2060  -0.7662  -0.18
N  -3.8183  0.1762  -2.0744  -0.04
C  3.0264  -0.5451  -0.5649  0.86
C  -2.2774  -1.4965  -1.0046  0.93
C  -2.8728  0.5419  -3.1762  -0.86
C  4.2162  -0.1773  -1.2511  1.05
C  4.1961  -2.4042  0.4133  -0.78
C  5.3749  -2.0601  -0.2834  -0.70
C  -2.1996  -3.8355  -1.6341  -0.68
C  -0.1661  -2.7090  -1.0602  -0.28
C  -3.1238  -0.2600  -0.8044  -1.19
C  -0.8784  -1.5307  -0.7912  0.18
C  4.2186  0.9583  -2.0750  -0.44
C  -4.7594  1.3059  -1.7911  -0.85
C  5.3852  -0.9634  -1.0876  -0.85
C  -2.9125  -2.6628  -1.4025  -0.71
C  0.6096  1.9464  -1.8271  0.21
C  3.0680  1.6856  -2.2464  -0.81
C  3.0521  -1.6665  0.2859  -0.62
C  -0.8229  -3.8559  -1.4779  -0.94
C  1.9261  1.2632  -1.5904  0.71
H  3.0121  2.5639  -2.8740  0.52
H  6.2643  -2.6638  -0.1668  0.43
H  -4.3697  -0.6184  -2.4006  0.40
H  -0.2637  -4.7604  -1.6758  0.45
H  -4.1751  2.1498  -1.4326  0.39
H  -5.4784  0.9935  -1.0384  0.37
H  -3.9922  -2.6787  -1.5217  0.40
H  -2.1900  -0.2854  -3.3482  0.34
H  6.2836  -0.6676  -1.6141  0.42
H  -3.9174  -0.4589  -0.0847  0.38
H  4.2025  -3.2646  1.0695  0.44
H  -2.5528  0.6000  -0.4633  0.47
H  0.9074  -2.7344  -0.9321  0.47
H  -2.7261  -4.7324  -1.9326  0.44
H  5.1342  1.2496  -2.5753  0.49
H  2.1730  -1.9327  0.8493  0.19
H  -5.2713  1.5742  -2.7111  0.37
H  -3.4553  0.7424  -4.0714  0.43
H  -2.3266  1.4300  -2.8726  0.34

Atomic forces in eV per Å
-0.11 -0.76 -0.12
-0.12 0.30 0.19
0.02 0.61 0.09
0.08 -0.02 -0.07
0.47 -0.02 -0.22
0.06 0.04 0.02
-0.01 0.06 -0.07
-0.04 -0.03 0.02
0.00 -0.02 0.05
0.01 -0.03 0.02
0.07 -0.01 -0.01
-0.02 -0.07 0.06
0.01 -0.01 0.01
-0.11 0.00 -0.03
0.07 -0.07 -0.03
0.03 -0.17 -0.05
0.03 0.02 -0.01
-0.02 -0.03 -0.02
0.00 0.07 -0.02
-0.04 0.03 -0.01
-0.17 -0.17 0.21
0.00 0.10 -0.01
-0.12 0.09 -0.05
0.01 -0.03 0.01
-0.04 0.05 0.01
-0.02 -0.02 -0.01
-0.01 0.01 0.02
-0.03 0.00 -0.01
-0.01 0.01 0.02
0.00 0.00 0.01
0.00 0.00 0.00
0.01 -0.02 0.01
0.00 -0.01 0.00
-0.02 0.00 -0.01
0.00 0.03 0.04
-0.01 0.00 0.00
0.00 0.06 -0.02
0.05 0.03 -0.03
0.01 0.02 -0.02
-0.01 -0.02 0.00
-0.05 -0.05 0.04
0.00 0.00 0.00
0.00 0.00 0.00
0.03 0.02 0.02

---

ORCA calculation (the ωB97M-V functional and the def2-TZVPD basis) on a structure of composition C19H19IN2O3Ru at a distorted geometry.

Summary:
Spin multiplicity ... 5
Lowest unoccupied orbital energy (spin up / spin down) ... -0.2685 / -0.3847 Ha
Net charge ... +2
HOMO-LUMO gap (spin up / spin down) ... 7.93 / 4.76 eV
Relative energy (zero: lowest compared OMol25 entry of this formula, charge and spin) ... 99.9 kJ/mol
HOMO level (spin up / spin down) ... -15.24 / -15.23 eV
Maximum force ... 4.1 eV/Å
E_tot ... -1462.54375 hartree

Each line ends with the Mulliken charge.
Geometry (Å):
I  -0.3557  -2.5676  -2.2710  0.40
Ru  -0.0707  -0.5502  -0.6285  0.34
O  0.3180  1.3450  0.4840  -0.57
O  -2.7793  1.9924  2.6096  -0.48
O  -0.2527  2.3376  2.4204  -0.68
N  2.0850  -0.6016  -0.9378  0.61
N  0.7277  -1.9093  0.9037  0.37
C  4.7348  -1.0604  -1.5647  -0.50
C  -0.0705  -2.5587  1.7679  0.05
C  -4.1952  3.4705  -0.3887  -0.57
C  1.7456  -3.9981  2.4103  -0.50
C  2.5674  -3.3222  1.5238  -0.89
C  3.9946  -0.1065  -2.2620  -0.97
C  -1.7009  2.6894  0.6067  0.83
C  -3.0163  3.9070  -1.0099  -0.43
C  2.6706  0.1275  -1.8999  -0.24
C  -1.7687  3.5052  -0.5155  -0.21
C  2.0254  -2.2789  0.7565  1.02
C  2.7809  -1.5417  -0.2543  0.42
C  -0.6452  0.5650  -2.1931  -1.24
C  -2.8787  2.4164  1.3460  0.25
C  4.1366  -1.7710  -0.5373  -0.88
C  -0.4491  2.0850  1.2035  0.16
C  -4.1339  2.7019  0.7683  -0.58
C  -1.9948  -0.7630  -0.1113  -1.25
C  0.4127  -3.6123  2.5416  -0.91
H  -2.0869  -0.6085  0.9805  0.30
H  -5.1686  3.7248  -0.8177  0.45
H  -0.7104  1.6056  -1.8144  0.17
H  -5.0237  2.3640  1.2919  0.51
H  -2.6035  -0.0046  -0.6333  0.38
H  -3.0581  4.5401  -1.8975  0.45
H  3.6211  -3.5655  1.3993  0.41
H  -1.6272  0.2735  -2.5916  0.57
H  -1.7999  2.1573  2.8574  0.50
H  4.4120  0.4712  -3.0805  0.43
H  -2.3703  -1.7703  -0.3664  0.51
H  2.1487  -4.8192  2.9940  0.46
H  0.1031  0.5234  -2.9982  0.52
H  -0.8386  3.8035  -1.0006  0.62
H  -0.2690  -4.1038  3.2294  0.44
H  -1.1046  -2.2214  1.8006  0.37
H  2.0399  0.8776  -2.3748  0.49
H  5.7736  -1.2515  -1.8138  0.46
H  4.6749  -2.4975  0.0675  0.43

Atomic forces in eV per Å
0.07 -0.11 -0.33
1.82 2.55 2.68
-0.74 -1.16 -0.65
-0.29 0.84 -2.08
-0.63 -0.56 -2.00
0.30 -0.30 -0.34
-0.26 -0.64 -0.34
-0.06 0.12 -0.11
0.61 -0.39 0.13
-0.68 -0.83 0.84
-0.12 0.06 0.10
-0.10 0.78 -0.56
-0.28 0.30 0.00
1.05 0.49 -0.82
0.18 0.31 -0.20
0.48 -0.66 0.30
0.72 -0.82 0.75
-0.42 -0.66 0.86
0.85 0.78 -0.89
-0.53 0.10 -1.71
-0.02 -0.29 2.06
-0.84 0.00 0.45
0.95 0.21 1.58
-1.00 0.48 -0.70
-1.10 -0.14 0.48
-0.33 0.34 -0.08
0.00 -0.07 -0.39
0.38 -0.04 0.23
0.11 -0.67 0.04
0.05 0.17 -0.09
0.06 -0.41 0.13
-0.06 -0.18 0.26
-0.38 -0.14 0.17
0.28 0.27 -0.06
-0.07 -0.27 0.10
0.11 -0.12 0.18
-0.15 0.56 0.23
-0.11 0.09 -0.02
-0.34 0.16 0.10
-0.31 -0.06 0.02
0.21 -0.01 -0.09
0.28 -0.21 0.16
0.36 -0.17 0.03
-0.13 0.08 -0.02
0.07 0.22 -0.38